No. 1
ORCA calculation (ωB97M-V with the def2-TZVPD basis set) on a single C4H5NO molecule.

Output
SMILES ... C=C=CC(N)=O
E_LUMO ... 0.76 eV

Last column: natural (NBO) charge in e.
Positions of all 11 atoms, in Å:
C -1.287 -0.949 -1.490  -0.494
C -0.914 -0.011 -0.665  0.132
C -0.411 0.981 0.022  -0.391
C 0.779 0.852 0.920  0.649
N 1.206 -0.421 1.158  -0.825
O 1.295 1.834 1.422  -0.598
H -0.845 -0.899 -2.480  0.234
H -2.018 -1.723 -1.277  0.234
H -0.827 1.979 -0.070  0.254
H 2.055 -0.528 1.691  0.405
H 0.877 -1.198 0.607  0.400

No. 2
ORCA calculation (ωB97M-V with the def2-TZVPD basis set) on 2 unconnected molecules or ions with the total composition C4H13NOS at a distorted geometry.

Output
SMILES ... CSCCCN.O
E_LUMO ... 0.77 eV

Last column: natural (NBO) charge in e.
Positions of all 20 atoms, in Å:
C 0.663 -0.646 2.247  -0.706
S 0.744 -1.722 0.623  0.102
C -1.095 -1.414 0.159  -0.473
C -1.290 -0.258 -0.831  -0.431
C -0.650 1.048 -0.497  -0.253
N 0.028 1.695 -1.629  -0.830
H 1.493 -0.956 2.929  0.237
H -0.229 -0.772 2.909  0.209
H 0.605 0.441 1.898  0.206
H -1.565 -1.248 1.109  0.212
H -1.392 -2.396 -0.305  0.229
H -2.432 -0.302 -0.849  0.228
H -0.670 -0.496 -1.872  0.196
H -1.461 1.807 -0.196  0.181
H -0.074 1.051 0.411  0.189
H -0.223 1.132 -2.522  0.350
H -0.503 2.590 -1.804  0.364
O 2.924 0.315 -0.378  -0.975
H 3.281 -0.323 -0.927  0.467
H 1.848 0.456 -0.476  0.498

No. 3
ORCA calculation (ωB97M-V with the def2-TZVPD basis set) on a molecular structure, C27H41ClN3O7STi at a distorted geometry.

Output
Multiplicity ... 2
⟨S²⟩ ... 0.76
E_LUMO (alpha / beta) ... 0.33 / -1.18 eV

Last column: Mulliken spin population.
Positions of all 81 atoms, in Å:
O 0.101 -0.458 -2.226  0.011
C -0.604 -0.288 -3.433  0.006
C -0.308 1.059 -4.105  0.001
C 0.344 2.097 -3.442  0.008
H 0.646 1.963 -2.405  -0.009
C 0.547 3.326 -4.071  0.001
H 1.044 4.118 -3.513  0.000
C 0.085 3.530 -5.371  0.000
H 0.223 4.494 -5.855  0.000
C -0.561 2.492 -6.048  0.000
H -0.935 2.633 -7.062  0.000
C -0.748 1.262 -5.418  0.000
H -1.269 0.435 -5.904  0.000
H -0.328 -1.068 -4.165  0.000
C -2.452 -1.946 -2.877  0.000
C -2.104 -0.520 -3.168  -0.002
H -3.530 -2.141 -2.964  0.000
H -2.134 -2.166 -1.843  0.000
H -1.895 -2.611 -3.555  0.000
C -2.919 0.538 -2.945  0.001
C -4.320 0.501 -2.431  0.000
H -2.527 1.542 -3.111  -0.002
H -5.005 0.932 -3.179  0.000
H -4.382 1.138 -1.533  0.000
H -4.643 -0.520 -2.171  0.000
Ti -0.220 -0.224 -0.369  0.005
Cl -2.637 -0.440 -0.135  0.000
C -1.289 -0.362 2.273  0.031
O -0.459 -1.009 1.607  0.000
N -1.476 -0.462 3.588  -0.003
C -0.932 -1.610 4.295  0.000
C -2.205 0.550 4.360  -0.002
H -1.978 0.395 1.847  -0.022
H -0.370 -2.211 3.574  0.000
H -1.774 -2.179 4.708  0.000
H -0.275 -1.263 5.102  0.000
H -2.405 1.425 3.722  0.002
H -1.598 0.870 5.221  0.000
H -3.160 0.135 4.714  0.001
H 4.610 1.321 -2.508  0.000
H 4.569 1.693 0.061  0.001
C 3.519 1.234 -2.399  0.000
C 3.499 1.453 0.060  0.002
N 3.193 0.639 -1.117  -0.002
H 3.115 0.597 -3.195  0.000
C 2.666 -0.602 -1.076  0.002
O 1.875 -1.017 -0.198  -0.001
H 3.236 0.916 0.971  -0.002
H 2.930 -1.231 -1.950  0.000
H 3.074 2.239 -2.472  0.000
H 2.936 2.396 0.003  0.002
H -0.315 -5.931 0.067  0.000
H 1.860 -6.097 -1.550  0.000
C -0.709 -5.384 -0.803  0.000
C 1.345 -5.377 -2.205  0.000
N 0.348 -4.623 -1.457  0.000
H -1.503 -4.706 -0.477  0.000
C 0.432 -3.282 -1.327  0.000
O -0.304 -2.614 -0.573  0.000
H 2.075 -4.667 -2.615  0.000
H 1.204 -2.841 -1.990  -0.001
H -1.105 -6.118 -1.517  0.000
H 0.870 -5.933 -3.029  0.000
C 1.352 1.653 7.413  0.002
C 1.042 1.821 5.962  0.005
C 1.491 0.849 5.086  0.000
C 1.214 0.950 3.734  0.000
C 0.522 2.054 3.234  0.231
C 0.051 3.033 4.104  0.001
C 0.327 2.914 5.469  0.007
S 0.213 2.120 1.315  0.366
O 0.607 3.474 0.936  0.136
O 1.221 1.030 1.099  0.014
O -0.471 1.539 -0.485  0.190
H 0.928 0.707 7.790  0.000
H 2.440 1.606 7.583  0.000
H 0.930 2.490 7.985  0.000
H 2.075 0.008 5.435  0.001
H 1.596 0.170 3.075  0.013
H -0.514 3.870 3.682  0.005
H 0.005 3.690 6.169  0.002

No. 4
ORCA calculation (ωB97M-V with the def2-TZVPD basis set) on 9 unconnected molecules or ions with the total composition C16H48NO11 at a distorted geometry.

Output
Total charge ... -1
E_LUMO ... 2.37 eV

Last column: Löwdin charge in e.
Positions of all 76 atoms, in Å:
N -0.242 0.212 0.478  -0.383
O 0.339 1.234 0.928  0.009
O -1.303 0.267 -0.220  -0.008
O 0.155 -0.924 1.052  -0.081
C 3.433 -4.020 -1.278  -0.120
C 2.143 -3.526 -0.694  -0.382
O 2.427 -2.879 0.526  -0.146
H 4.043 -3.133 -1.345  0.054
H 3.117 -4.226 -2.344  0.080
H 3.921 -4.991 -0.743  0.124
H 1.325 -4.371 -0.700  0.139
H 1.790 -2.687 -1.325  0.101
H 1.605 -2.272 0.862  0.120
C -6.058 0.074 1.071  -0.070
C -4.570 0.638 0.839  -0.230
O -3.643 -0.349 1.392  -0.100
H -6.029 -0.091 2.043  -0.005
H -6.003 -0.998 1.008  0.046
H -6.927 0.460 0.339  0.127
H -4.360 1.449 1.526  0.090
H -4.143 0.834 -0.290  0.148
H -2.832 -0.137 1.042  -0.026
C -3.159 4.854 -2.255  -0.084
C -2.146 3.844 -1.701  -0.335
O -2.763 2.580 -1.572  -0.085
H -4.122 4.733 -1.920  0.035
H -3.198 4.746 -3.342  0.070
H -2.655 5.790 -1.948  0.079
H -1.821 4.107 -0.757  0.064
H -1.166 3.966 -2.418  0.153
H -2.298 2.028 -0.931  0.037
C 1.714 -2.589 5.180  -0.083
C 1.611 -2.361 3.779  -0.433
O 1.292 -1.059 3.589  -0.086
H 0.666 -2.376 5.569  0.119
H 2.347 -1.925 5.602  0.045
H 1.928 -3.556 5.477  0.055
H 0.876 -2.812 3.435  0.040
H 2.598 -2.549 3.226  0.144
H 0.810 -1.098 2.631  0.107
C 5.148 0.339 0.832  -0.056
C 3.611 0.181 0.843  -0.311
O 3.153 1.501 0.976  -0.025
H 5.345 0.799 -0.143  0.080
H 5.751 -0.476 1.053  0.037
H 5.409 0.917 1.701  0.065
H 3.284 -0.536 1.424  0.035
H 3.317 -0.389 -0.015  0.093
H 2.241 1.417 0.948  -0.010
C 1.060 -0.216 -4.355  -0.090
C 0.516 0.103 -3.023  -0.335
O -0.508 -0.783 -2.646  -0.051
H 1.425 -1.271 -4.279  0.089
H 1.957 0.163 -4.772  0.057
H 0.337 -0.124 -5.145  0.070
H 0.151 1.206 -2.993  0.146
H 1.201 -0.063 -2.275  0.077
H -0.537 -0.683 -1.742  -0.024
C -2.691 -4.637 -0.564  -0.060
C -2.580 -3.073 -0.208  -0.217
O -1.557 -3.022 0.795  -0.031
H -3.307 -4.829 -1.396  0.035
H -3.075 -5.286 0.294  0.083
H -1.866 -5.290 -0.616  0.031
H -3.444 -2.711 -0.080  0.019
H -2.257 -2.557 -1.108  0.107
H -1.245 -2.201 0.786  -0.062
C 1.364 5.982 -0.319  -0.060
C 1.120 4.643 0.325  -0.333
O 0.997 3.514 -0.577  -0.123
H 1.638 6.737 0.275  0.033
H 0.323 5.978 -0.590  0.065
H 2.003 5.934 -1.142  0.063
H 0.422 4.751 1.211  0.138
H 1.998 4.384 0.765  0.059
H 0.592 2.711 -0.051  0.081